1.
{"formula": "C2H14O4S", "method": "ωB97M-V/def2-TZVPD", "species": ["S", "O", "O", "O", "O", "C", "C", "H", "H", "H", "H", "H", "H", "H", "H", "H", "H", "H", "H", "H", "H"], "xyz": [[-1.1255, -1.0122, -1.6085], [6.4984, -1.5657, 3.0946], [0.0815, 2.3611, -0.1750], [-4.6504, 2.5901, 0.1757], [3.9482, -0.7360, 3.6622], [-2.0797, 0.5851, -1.8144], [-2.2139, -1.9403, -2.8002], [6.4504, -2.3273, 2.5066], [5.5683, -1.2740, 3.1555], [-0.1945, 3.0448, 0.4404], [-2.9921, 0.3923, -2.4559], [3.2216, -0.3117, 3.1811], [-2.3334, -1.3035, -3.6873], [0.5606, 2.7725, -0.8990], [3.5767, -0.6966, 4.5525], [-4.5980, 3.4569, 0.5890], [-2.1294, -3.0244, -2.8295], [-3.7260, 2.3524, 0.0210], [-3.2058, -1.7904, -2.3568], [-1.5316, 1.4246, -2.2619], [-2.3216, 0.8313, -0.7724]], "lowdin_charge": [0.6887, -0.0863, -0.0563, -0.0571, -0.0443, -0.4148, -0.4239, 0.0261, -0.0227, 0.0352, 0.0492, 0.0648, 0.0300, 0.0410, 0.0623, 0.0324, 0.0323, 0.0085, 0.0135, 0.0243, -0.0031], "orbital_gap_ev": 8.58, "smiles": "CSC.O.O.O.O", "e_tot_ha": -783.69481, "homo_energy_ev": -8.43}

2.
{"formula": "C4H5FI2O", "method": "ωB97M-V/def2-TZVPD", "species": ["I", "I", "F", "O", "C", "C", "C", "C", "H", "H", "H", "H", "H"], "xyz": [[3.6065, 0.7506, 0.6294], [1.6082, -2.5759, 0.8759], [2.7071, -0.6031, -1.5301], [0.2846, 0.2530, 1.7961], [-0.7006, 0.3572, 1.1765], [-1.5788, 0.5206, -1.0740], [-1.7187, 0.5736, 0.4012], [2.1648, -0.2449, -0.4150], [-1.7240, 1.5601, -1.4894], [0.7327, -1.3421, 1.4453], [-2.2121, -0.2152, -1.4281], [-2.7056, 0.5044, 0.8653], [-0.4641, 0.4615, -1.2531]], "lowdin_charge": [0.7909, 0.6714, -0.1597, 0.0304, -0.2288, -0.0887, -0.1490, -0.9311, 0.0966, -0.2800, 0.0500, 0.1196, 0.0784], "orbital_gap_ev": 8.04, "e_tot_ha": -925.72476, "homo_energy_ev": -8.41}

3.
{"formula": "H3N2OS", "method": "ωB97M-V/def2-TZVPD", "species": ["S", "O", "N", "N", "H", "H", "H"], "xyz": [[2.2568, -0.3061, 0.2130], [-1.6051, -1.2932, 0.0298], [-0.7235, -0.3994, -0.0744], [-0.8929, 0.8072, 0.0734], [-1.8271, 1.0144, 0.2723], [0.8004, -0.6425, -0.1022], [1.9914, 0.8195, -0.4121]], "lowdin_charge": [0.2074, -0.2360, -0.4623, -0.0134, -0.0205, -0.1586, -0.3166], "orbital_gap_ev": 7.84, "e_tot_ha": -584.69249, "homo_energy_ev": -3.48, "total_charge": -1}

4.
{"formula": "C54H65KN3O3P3", "method": "ωB97M-V/def2-TZVPD", "species": ["K", "P", "P", "P", "O", "O", "O", "N", "N", "N", "C", "C", "C", "C", "C", "C", "C", "C", "C", "C", "C", "C", "C", "C", "C", "C", "C", "C", "C", "C", "C", "C", "C", "C", "C", "C", "C", "C", "C", "C", "C", "C", "C", "C", "C", "C", "C", "C", "C", "C", "C", "C", "C", "C", "C", "C", "C", "C", "C", "C", "C", "C", "C", "C", "H", "H", "H", "H", "H", "H", "H", "H", "H", "H", "H", "H", "H", "H", "H", "H", "H", "H", "H", "H", "H", "H", "H", "H", "H", "H", "H", "H", "H", "H", "H", "H", "H", "H", "H", "H", "H", "H", "H", "H", "H", "H", "H", "H", "H", "H", "H", "H", "H", "H", "H", "H", "H", "H", "H", "H", "H", "H", "H", "H", "H", "H", "H", "H", "H"], "xyz": [[-1.1029, -0.0438, 1.3381], [0.2990, 2.7331, 0.2856], [-0.6792, -0.7906, -3.3817], [0.4220, -2.6772, 0.4419], [-5.7163, -1.5072, 0.2677], [-3.4095, -1.0259, 1.4189], [0.3273, 1.0222, 3.1655], [1.7052, 0.0256, -0.0256], [-2.0089, 0.0591, 3.8745], [-1.1183, 0.4515, 4.8834], [0.0336, 0.8410, 4.3781], [0.3659, 3.7463, -1.2803], [-4.4279, -0.6024, 2.0336], [-0.2625, 4.0605, 1.5034], [2.3952, 1.4176, 4.9238], [-4.4170, 0.0946, 3.2872], [3.8543, 0.7740, 0.8097], [2.9392, 3.3316, 1.0999], [4.2460, 3.0645, 1.4677], [0.4685, 4.1509, 2.8480], [-1.8906, -3.5277, -0.7763], [0.5973, 2.7788, -2.4364], [2.1500, -4.6035, 1.7463], [1.2905, -3.3599, 1.9416], [1.9530, 1.2386, 7.6538], [-0.0401, 0.3601, -4.6652], [1.1258, 1.0924, 5.3922], [2.2378, -0.9517, -0.7841], [-2.3790, -1.1226, -3.9963], [1.3835, 4.8820, -1.3217], [1.7992, -2.3174, -0.7092], [2.5128, 1.0338, 0.4167], [3.8481, -1.6800, -2.5011], [-6.9441, -1.7557, -0.3447], [-6.9040, -0.3671, 2.0479], [2.1106, -2.2228, 2.5545], [1.8787, 1.3916, -5.7149], [-4.7327, -1.2214, -3.4518], [3.2530, -0.6900, -1.7571], [-3.4180, -0.9636, -3.0824], [-3.9882, -1.8124, -5.6601], [0.1955, -2.3130, -3.9358], [4.1878, -4.1195, -3.1101], [1.3415, 0.4686, -4.8318], [-3.2165, 0.4094, 4.0786], [-0.6164, -4.1176, -0.1605], [3.4931, -3.0245, -2.3457], [0.9144, 1.0036, 6.7656], [-1.7480, 3.7642, 1.7558], [4.6810, 1.7462, 1.3208], [2.0577, 2.3687, 0.6080], [2.4702, -3.2940, -1.4485], [1.0478, 2.2304, -6.4450], [3.4369, 1.6480, 5.8115], [5.1247, 4.1290, 2.0696], [-0.0884, -5.2412, -1.0528], [-6.8504, 0.3294, 3.2695], [3.2206, 1.5617, 7.1803], [-0.8645, 1.2139, -5.3960], [-5.0180, -1.6447, -4.7397], [-0.3263, 2.1392, -6.2794], [-5.7463, -0.8125, 1.4616], [-5.6229, 0.5400, 3.8507], [-2.6796, -1.5530, -5.2888], [-0.8881, -5.9695, -1.2236], [0.1972, -2.4268, -5.0214], [2.5895, -2.5556, 3.4800], [2.9542, 1.4655, -5.8207], [-2.3053, 3.6377, 0.8239], [-0.2223, 4.5209, 3.6109], [-0.1946, 5.0271, 0.9911], [0.2219, -4.8652, -2.0281], [2.5862, -4.9164, 2.7009], [4.2390, -3.8961, -4.1799], [1.2675, 5.5743, -0.4850], [-1.8807, -1.6754, -6.0116], [-2.4028, -2.8480, -0.0930], [2.1851, -4.3285, -1.3144], [1.5464, 2.2511, -2.3025], [4.0330, 1.7432, 7.8752], [1.4689, 2.9577, -7.1281], [5.6900, 1.4781, 1.6242], [-5.5685, 1.0736, 4.7956], [2.5398, 1.4783, 3.8510], [-3.1957, -0.6527, -2.0678], [2.3978, 4.4816, -1.2855], [2.9721, -4.3968, 1.0572], [4.6170, -1.4087, -3.2223], [-7.8659, -0.5424, 1.5807], [3.6553, -5.0658, -2.9970], [-0.2976, -3.1723, -3.4802], [-7.4716, -0.8276, -0.6059], [-5.5247, -1.0952, -2.7253], [-7.7601, 0.6880, 3.7352], [1.3170, 4.8345, 2.8149], [4.4210, 1.8948, 5.4299], [0.8162, 3.1707, 3.1692], [-0.9851, 2.7960, -6.8349], [2.5805, 4.3487, 1.2082], [-6.7308, -2.3142, -1.2569], [-1.8470, 2.8445, 2.3354], [1.5747, -5.4432, 1.3526], [0.7569, -5.7721, -0.6144], [-0.1840, 2.0209, -2.4700], [-0.9010, -4.5640, 0.8022], [4.2215, -0.2408, 0.7208], [1.5045, -1.3418, 2.7732], [4.9403, 4.2411, 3.1427], [-2.5869, -4.3241, -1.0583], [-7.6086, -2.3577, 0.2900], [-0.6444, 4.1677, -1.3656], [-1.9388, 1.1610, -5.2705], [2.8952, -1.9059, 1.8637], [-0.0774, 0.7457, 7.1118], [-2.2144, 4.5740, 2.3253], [1.7770, 1.1688, 8.7218], [-6.0415, -1.8488, -5.0299], [0.4677, -3.5954, 2.6276], [3.5641, 0.3399, -1.8916], [1.2798, 5.4554, -2.2498], [6.1824, 3.8875, 1.9420], [-4.2096, -2.1457, -6.6672], [4.9457, 5.1021, 1.6060], [0.6315, 3.2959, -3.4014], [-1.6535, -2.9659, -1.6845], [2.0042, -0.1563, -4.2442], [1.2196, -2.2876, -3.5640], [5.2147, -4.2784, -2.7651], [-3.4258, 1.0195, 4.9686]], "lowdin_charge": [0.5702, 1.0807, 1.0493, 1.0681, -0.0975, -0.1735, -0.1881, 0.0396, -0.0507, 0.0297, -0.5401, -0.5576, -0.3531, -0.5332, -0.0263, -0.1418, -0.0441, -0.0942, -0.3068, -0.1116, -0.1356, -0.1447, -0.1242, -0.5516, -0.1172, -0.3925, -0.1342, -0.3529, -0.3971, -0.1341, -0.2968, -0.3239, -0.0879, -0.1430, -0.0770, -0.1154, -0.0935, -0.0721, -0.0605, -0.0862, -0.1018, -0.2576, -0.0790, -0.1038, -0.1399, -0.5342, -0.3266, -0.0483, -0.1473, -0.0711, -0.2939, -0.1074, -0.1148, -0.1000, -0.0757, -0.1353, -0.1531, -0.1314, -0.1035, -0.0999, -0.1037, -0.2059, -0.1118, -0.1084, 0.0684, 0.0404, 0.0757, 0.0983, 0.0610, 0.0737, 0.0792, 0.0526, 0.0673, 0.0650, 0.0553, 0.1018, 0.0548, 0.0754, 0.0727, 0.0816, 0.0900, 0.0991, 0.0890, 0.1054, 0.1052, 0.0679, 0.0677, 0.1028, 0.0812, 0.0646, 0.0230, 0.0891, 0.0847, 0.0712, 0.0572, 0.0894, 0.0453, 0.0938, 0.0892, 0.0731, 0.0616, 0.0502, 0.0484, 0.0415, 0.0997, 0.1016, 0.0614, 0.0673, 0.0746, 0.0877, 0.0997, 0.1000, 0.0628, 0.0941, 0.0694, 0.0843, 0.0932, 0.1025, 0.1070, 0.0665, 0.0619, 0.0920, 0.0655, 0.0725, 0.0327, 0.0862, 0.0138, 0.0650, 0.0996], "orbital_gap_ev": 5.28, "e_tot_ha": -4110.77793, "homo_energy_ev": -1.39, "total_charge": -2}

Energy above the lowest of the compared OMol25 structures with the same formula, charge and spin for the records above, in order: 36.7 0.0 23.7 17.8 kcal per mole